DFT (ωB97M-V/def2-TZVPD) results for a structure of composition C33H46BF3N6PbSi2Te.

```
93
Properties=species:S:1:pos:R:3:forces:R:3
H 0.964 -4.414 -0.307 -1.265 0.203 -0.206
Te 2.582 -0.519 -4.345 0.312 0.966 0.624
H -3.863 0.079 3.056 -0.080 -0.028 0.658
H 1.589 -1.629 -6.537 0.363 -0.174 0.212
C -0.954 -3.854 2.062 0.543 0.995 -0.598
H 4.255 1.241 -5.701 -0.617 -0.890 0.112
H 4.877 -0.374 -5.947 -0.269 -0.239 0.351
H -3.748 -1.752 3.117 0.021 0.436 0.019
C -5.757 -3.687 -0.856 2.234 -0.979 0.178
C -1.164 2.670 3.068 0.215 -0.079 0.139
C 5.962 1.751 1.619 -1.308 0.390 -0.994
C -4.817 -4.781 -0.913 -2.345 1.930 -0.019
H 3.439 0.108 -6.824 0.010 0.118 0.460
C 1.075 3.493 -0.580 0.644 0.191 1.770
H 2.009 0.398 3.735 0.169 0.469 -0.743
Pb -0.635 -0.534 0.562 -0.107 -0.087 -0.426
H -3.242 2.838 2.328 -0.161 -0.275 -0.057
H -3.907 1.342 -0.614 -0.268 -0.387 -0.126
H 1.819 4.242 4.172 -0.196 0.210 -0.453
H -2.151 0.333 -5.504 0.370 -0.376 0.096
H -1.056 1.671 3.440 0.302 -0.229 0.030
H 0.948 2.271 -3.708 0.064 0.779 0.479
H -1.349 -3.139 2.767 -0.319 0.212 0.354
H -6.816 -3.740 -1.044 -0.119 -0.419 -0.300
C -3.504 -4.535 -0.607 0.579 -1.143 -0.059
C 4.196 0.564 0.352 -0.443 -0.214 -1.322
C -1.134 -0.355 -1.776 -0.141 0.703 1.066
C -1.337 1.140 -3.709 0.247 0.194 1.143
H 4.777 -2.750 2.011 0.073 0.108 0.061
C 4.663 -1.787 1.518 0.190 -0.816 0.119
Si -3.369 -0.649 0.838 -0.138 -0.174 0.069
H 3.833 1.472 -0.174 0.693 -0.412 0.709
C 5.214 0.494 1.290 -0.904 0.357 0.197
H 0.141 -3.820 2.200 -0.354 -0.637 0.237
N 0.699 2.607 -1.661 0.744 0.167 -0.530
H -2.336 5.418 1.767 -0.303 0.146 0.172
F 6.826 1.617 2.594 1.061 -0.197 0.736
N 0.898 2.438 6.015 0.633 -0.023 -0.534
H 0.410 4.366 -0.357 0.366 -0.137 -0.800
C 3.574 -0.622 -0.082 1.368 0.764 2.059
H -0.416 -5.466 -0.447 -0.423 -0.537 0.102
Si -1.128 -3.156 0.301 -0.672 0.195 0.347
H 6.068 -0.758 2.798 0.354 -0.204 0.293
C 1.133 1.313 6.679 -0.103 -0.497 -1.684
C -1.851 4.619 2.301 0.326 -1.668 0.126
C -0.122 -4.451 -0.660 1.801 0.304 0.139
H 1.720 -0.726 6.004 0.399 -1.023 0.291
H -5.491 0.717 -0.008 0.611 -0.346 -0.024
C -1.784 0.111 -4.500 -0.234 -0.168 0.343
H -5.979 -1.628 -0.408 0.704 -0.525 0.071
H 2.167 3.815 -0.592 -1.358 -0.246 -0.519
F 6.633 2.140 0.487 -0.021 0.230 0.638
H -1.134 2.124 -4.117 -0.433 0.083 -0.090
C -4.409 0.825 0.220 0.028 0.650 -0.448
H 2.175 2.821 2.735 -1.285 0.424 0.549
C 1.104 3.091 -2.963 0.735 -0.564 -0.616
C 1.626 0.302 5.811 -0.475 0.796 1.750
H 2.851 -0.474 -0.824 -1.107 -0.568 -1.112
H -2.290 -1.914 -4.582 0.023 -0.388 0.339
H 2.214 3.266 -2.943 -0.939 0.069 -0.019
C -2.267 3.238 2.507 0.055 2.497 -0.383
F 5.126 2.754 1.974 0.485 -0.319 -0.431
C -4.115 -0.864 2.582 0.667 -0.212 -0.516
C 3.934 0.174 -5.839 0.798 0.987 -0.889
B 1.342 3.265 3.624 0.381 0.867 -0.399
C -3.009 -3.316 -0.183 -0.148 0.709 0.755
H -4.376 1.597 0.987 0.024 -0.010 0.404
H -5.184 -0.950 2.451 -0.479 0.033 0.106
H -1.446 -4.800 2.186 0.151 -0.705 0.228
H -2.827 -5.393 -0.644 -0.003 0.176 -0.153
H 0.872 1.132 7.684 -0.333 0.416 1.064
C -1.076 0.935 -2.328 0.452 -0.428 -1.409
N -0.593 4.793 2.704 -0.148 -0.616 -0.281
H -1.354 2.978 -1.855 -0.171 0.108 0.152
C 5.407 -0.701 1.961 -0.484 0.197 -0.732
C -1.594 -1.399 -2.577 0.492 0.030 -0.779
N 1.301 2.211 4.714 0.093 -1.995 1.561
H 1.007 2.966 0.392 -0.019 -0.166 -0.433
C 1.742 0.918 4.630 -0.476 0.875 -1.412
C -1.896 -1.155 -3.910 -0.580 0.057 -1.045
C -5.240 -2.465 -0.451 -1.675 0.839 0.433
H 2.696 -2.773 -5.663 0.121 -0.520 -0.259
H -1.663 -2.425 -2.211 -0.081 0.370 -0.055
H -0.031 -4.348 -1.739 -0.287 0.155 -0.203
N 3.817 -1.808 0.489 -0.122 0.716 -0.207
C 1.915 -2.044 -5.572 -1.945 -0.473 -0.260
H -5.176 -5.751 -1.183 -0.011 -0.594 -0.158
C -0.686 2.154 -1.557 0.328 0.601 1.907
N -0.179 3.587 3.159 1.008 -0.234 0.193
C -3.948 -2.255 0.005 1.362 -0.550 -0.978
H 0.597 4.027 -3.337 0.175 -0.517 0.390
H 0.977 -2.475 -5.120 1.113 0.262 -0.269
H -0.773 2.008 -0.435 -0.539 0.006 -1.304
```
Positions in Å, forces in eV/Å.

The calculation puts the HOMO energy at -1.985 eV. Its spin multiplicity is 1. The value obtained for the total energy is -2977.902344 Ha. Its HOMO-LUMO gap is 5.187 eV. Its LUMO energy is 3.20 eV. As for the charge: -2. The energy above the lowest of the compared OMol25 structures with the same formula, charge and spin comes out at 0.00 kcal per mole.

DFT (ωB97M-V/def2-TZVPD) results for a structure of composition C33H46BrN3P2PdSe.

```
87
Properties=species:S:1:pos:R:3:forces:R:3
H 3.170 1.253 -1.618 -0.090 -0.063 -0.147
N 0.821 0.194 5.257 0.069 -0.439 0.372
H 3.119 -3.439 -0.498 -0.293 0.184 0.066
H 0.970 -0.840 -2.137 0.059 0.167 0.234
H -3.379 4.427 0.349 0.046 0.163 0.221
H -1.213 2.000 -2.379 -0.433 -0.191 0.149
C 0.320 -0.959 8.707 1.264 0.014 -0.711
H 2.525 1.737 0.425 -0.139 -0.012 0.058
H -3.113 -2.773 0.301 0.068 -0.488 -0.624
C -0.256 4.532 -2.167 -1.117 0.364 1.036
H 1.967 -2.207 1.301 -0.088 0.029 -0.021
C 2.180 0.598 4.917 0.387 0.207 -0.092
N -1.334 -0.088 5.109 0.002 -0.102 0.104
H -0.141 -2.491 -3.275 -0.282 -0.149 0.251
H 2.162 -0.547 7.616 -0.120 -0.037 0.281
H -3.640 -0.955 -4.764 0.155 -0.286 0.052
H 2.623 0.786 -3.233 -0.186 -0.084 0.221
H 0.778 -2.572 0.072 0.096 0.034 0.172
H -1.641 -1.308 9.516 0.001 -0.002 -0.211
H -2.540 -4.229 -0.559 -0.029 0.353 0.036
C -3.025 -3.250 -0.699 0.308 0.015 0.927
H 4.236 4.548 -1.181 -0.070 0.049 -0.239
C -3.090 2.393 1.007 0.462 0.435 0.469
H -0.532 -4.901 -3.740 -0.160 0.050 0.132
C -1.265 -4.366 -3.126 -0.408 -0.445 -0.212
C -0.602 -3.143 -2.512 0.858 0.354 0.324
H 4.017 -0.843 1.207 0.059 0.216 0.033
H 3.687 -1.786 -0.588 -0.261 -0.311 -0.039
H 2.740 0.796 5.836 -0.095 0.057 -0.231
H -2.016 -0.056 -0.999 0.282 0.456 0.104
H 4.694 0.784 1.322 -0.281 -0.053 0.029
H -4.988 -4.108 -0.713 0.136 0.181 -0.068
H -2.103 -4.064 -3.771 0.304 -0.344 0.191
C -3.150 -1.757 -4.194 -0.303 -0.355 -0.424
C -2.032 3.358 -0.921 -0.326 -0.817 -0.707
H 3.404 -0.399 -2.207 -0.249 0.307 0.046
H -2.171 -0.275 -3.026 -0.102 -0.183 0.117
H 0.770 4.245 -4.706 0.428 -0.284 0.360
C 3.430 4.422 -1.909 1.473 0.078 0.770
P -1.873 -2.202 -1.635 -0.851 -0.633 -1.101
C 2.795 -2.408 -0.691 0.369 0.025 -0.285
C 3.963 0.165 0.788 0.527 -0.107 -0.096
C -1.741 2.060 -1.427 -0.171 0.755 -0.298
C 1.681 -1.980 0.269 -0.377 -0.263 0.437
C -4.407 -3.406 -1.324 -0.367 -0.066 -0.385
H -2.266 -0.095 4.717 -0.014 0.277 0.125
C -1.066 -1.140 8.609 -1.009 -0.302 -0.921
C -2.356 1.253 0.686 -1.752 -0.532 -1.226
C -2.903 3.481 0.145 -0.759 -0.308 1.536
H 1.866 5.020 -0.533 0.170 -0.344 -0.481
H -4.352 -3.830 -2.333 -0.062 0.078 0.234
C 2.103 4.645 -1.536 0.072 -0.441 -1.094
C 1.091 -0.708 7.572 0.572 -0.407 1.145
C -2.096 0.973 -0.679 0.883 -0.376 0.621
Br -2.882 -0.862 1.962 -0.450 0.785 -0.304
H 2.099 1.512 4.306 0.308 -0.429 0.453
C 0.439 -0.575 6.361 0.388 1.315 -0.669
H 4.311 0.119 -0.249 -0.053 -0.038 0.343
C -0.286 0.594 4.575 0.282 -0.916 0.237
C 2.850 3.976 -4.119 0.901 -0.225 -1.367
C -0.938 -0.761 6.265 -0.604 1.207 -0.632
C 1.118 4.426 -2.532 0.072 1.159 -0.399
C -2.793 -1.166 -2.844 0.266 0.691 0.512
H -3.702 -0.822 -2.324 0.302 -0.056 -0.111
C -1.315 4.399 -1.562 2.038 -0.466 -1.333
H -2.271 -2.098 -4.761 -0.390 0.093 0.191
P 1.149 -0.213 0.201 1.525 0.001 -0.820
H 3.194 3.746 -5.132 0.059 0.130 0.222
H -4.960 -2.460 -1.361 0.117 -0.249 0.013
Pd -0.817 0.461 1.504 1.365 -0.897 0.539
H 2.489 -2.350 -1.742 -0.022 -0.127 0.226
H 2.703 -0.188 4.339 -0.395 0.272 0.358
C 2.563 0.749 0.899 -0.171 0.221 0.345
H -3.623 2.378 1.957 -0.040 0.587 -0.302
H 0.201 -3.417 -1.804 -0.336 -0.022 -0.310
N 3.755 4.046 -3.145 -3.636 0.630 0.682
Se -0.241 2.022 3.404 -0.473 -0.067 -0.010
H -1.634 -5.041 -2.342 0.142 0.086 -0.412
H 2.322 0.928 1.952 -0.005 -0.016 -0.092
H -3.881 -2.565 -4.073 0.283 0.124 -0.279
C 1.487 4.197 -3.878 0.682 -0.050 1.083
H -2.770 -1.215 7.240 -0.083 0.064 0.315
H 0.604 0.839 -1.906 0.080 0.103 0.039
H 0.791 -1.006 9.686 -0.021 0.045 -0.240
C -1.705 -1.083 7.370 -0.338 -0.550 0.830
C 1.331 0.070 -1.633 -0.785 0.149 -0.226
C 2.706 0.446 -2.192 0.336 0.027 -0.123
```
Positions in Å, forces in eV/Å.

The calculation puts the HOMO energy (spin up / spin down) at -18.313 / -18.081 eV. Its spin multiplicity is 5. The value obtained for the total energy is -7233.647390 Ha. Its HOMO-LUMO gap (spin up / spin down) is 6.873 / 3.819 eV. Its LUMO energy (spin up / spin down) is -11.44 / -14.26 eV. As for the charge: +4. Its expectation value of S² is 6.0943. The energy above the lowest of the compared OMol25 structures with the same formula, charge and spin comes out at 0.00 kcal per mole.